Computed, not measured: one molecule with the formula C6H12N2, with the ωB97M-V functional and the def2-TZVPD basis.

Structure (XYZ):
```
20
Properties=species:S:1:pos:R:3:forces:R:3
C -1.944 -0.167 0.109 0.5 -0.5 0.6
C -0.889 2.127 -0.026 0.0 0.0 -0.2
C 1.738 0.017 1.332 -0.5 0.1 0.2
C 0.685 -0.883 -0.820 -0.7 -1.3 1.2
C -0.739 0.654 -0.276 0.0 0.7 -2.1
N 0.716 -1.939 -1.710 0.2 0.0 0.0
C 0.959 -1.005 0.546 0.6 -0.7 -0.8
N 0.142 0.288 -1.206 -0.3 1.3 1.1
H 1.466 -2.601 -1.588 0.0 0.1 -0.1
H 0.522 -1.702 -2.671 0.0 0.0 0.1
H 1.070 -2.018 0.933 0.2 -0.1 -0.2
H -2.254 0.044 1.133 0.0 0.0 0.0
H -2.781 0.104 -0.545 0.2 0.2 0.0
H -1.885 2.479 -0.304 -0.1 0.0 0.2
H -1.763 -1.235 0.008 0.0 0.0 0.0
H -0.153 2.692 -0.595 0.1 -0.1 0.0
H -0.735 2.327 1.038 -0.1 0.0 0.0
H 1.315 0.142 2.334 0.0 0.2 0.0
H 1.755 0.982 0.829 0.0 0.1 0.1
H 2.774 -0.306 1.481 0.0 0.0 -0.1
```
Positions in Å, forces in eV/Å.

Output
SMILES ... C/C=C(/N)N=C(C)C
Energy relative to the best compared isomer or geometry (same formula, charge and spin) ... 1.934 eV